1.
4 unconnected molecules or ions with the total composition C55H44BO7, computed with ωB97M-V with the def2-TZVPD basis set.

**Relative energy (zero: lowest compared OMol25 entry of this formula, charge and spin)**: 0.0 kJ/mol
**Charge**: -1
**LUMO energy**: 0.17 eV
**Multiplicity**: 1
**Orbital gap**: 3.499 eV
**HOMO**: -3.33 eV

Positions of all 107 atoms, in Å:
C -5.762 0.000 8.329
C -6.154 0.401 7.085
B -6.115 -0.541 5.762
C -5.513 0.325 4.498
O -4.076 0.488 4.683
C -3.323 0.737 3.606
C -3.807 1.113 2.356
C -2.967 1.347 1.267
C -3.522 1.714 -0.085
C -1.598 1.210 1.452
C -1.102 0.838 2.700
C -1.926 0.601 3.791
C -1.404 0.216 5.165
C -1.962 -1.146 5.649
C 0.134 0.143 5.263
H -5.008 0.583 8.862
H -6.208 -0.861 8.816
H -6.514 1.429 6.939
H -7.230 -0.927 5.383
H -5.437 -1.548 5.902
H -5.751 -0.226 3.591
H -5.966 1.322 4.533
H -4.870 1.207 2.185
H -3.131 2.674 -0.422
H -4.608 1.763 -0.029
H -3.273 0.955 -0.828
H -0.938 1.391 0.611
H -0.029 0.736 2.770
H -1.732 0.948 5.905
H -1.320 -1.488 6.465
H -2.954 -1.014 6.067
H -1.932 -1.886 4.851
H 0.665 0.796 4.577
H 0.412 0.483 6.264
H 0.484 -0.886 5.207
C 5.748 -3.240 2.457
C 6.263 -4.511 2.229
C 5.456 -5.627 2.380
C 4.132 -5.477 2.771
C 3.622 -4.201 3.022
C 4.430 -3.084 2.854
C 2.217 -4.022 3.483
O 1.765 -2.916 3.685
C 1.376 -5.232 3.686
C 0.082 -5.083 4.169
C -0.719 -6.198 4.351
C -0.232 -7.464 4.041
C 1.059 -7.618 3.564
C 1.872 -6.504 3.392
C 3.269 -6.686 2.910
O 3.699 -7.789 2.640
H 6.377 -2.369 2.329
H 7.296 -4.631 1.931
H 5.852 -6.617 2.198
H 4.026 -2.097 3.037
H -0.295 -4.096 4.406
H -1.725 -6.081 4.732
H -0.862 -8.334 4.177
H 1.441 -8.601 3.327
C 0.273 -2.660 -0.060
C -0.743 -2.446 -0.985
C -0.462 -1.842 -2.199
C 0.836 -1.439 -2.489
C 1.853 -1.634 -1.550
C 1.567 -2.254 -0.342
C 3.240 -1.167 -1.818
O 4.129 -1.337 -1.009
C 3.512 -0.473 -3.111
C 4.785 0.022 -3.362
C 5.056 0.658 -4.562
C 4.058 0.795 -5.521
C 2.786 0.307 -5.274
C 2.505 -0.320 -4.066
C 1.123 -0.807 -3.802
O 0.251 -0.681 -4.641
H 0.052 -3.139 0.885
H -1.755 -2.752 -0.756
H -1.249 -1.678 -2.922
H 2.356 -2.415 0.381
H 5.559 -0.089 -2.616
H 6.047 1.048 -4.753
H 4.273 1.287 -6.461
H 2.007 0.416 -6.015
C 0.209 9.368 -7.587
C 1.138 8.786 -8.443
C 1.311 7.412 -8.451
C 0.563 6.614 -7.594
C -0.354 7.201 -6.720
C -0.535 8.578 -6.727
C -1.135 6.369 -5.759
O -1.934 6.882 -5.004
C -0.900 4.899 -5.748
C -1.574 4.110 -4.825
C -1.375 2.739 -4.811
C -0.510 2.147 -5.725
C 0.168 2.931 -6.644
C -0.015 4.308 -6.655
C 0.748 5.136 -7.628
O 1.508 4.625 -8.426
H 0.070 10.441 -7.589
H 1.727 9.407 -9.106
H 2.028 6.955 -9.118
H -1.254 9.026 -6.057
H -2.249 4.571 -4.117
H -1.897 2.126 -4.087
H -0.361 1.075 -5.715
H 0.846 2.478 -7.354



2.
A molecular structure, C55H44N13SSc, computed with ωB97M-V with the def2-TZVPD basis set.

**Relative energy (zero: lowest compared OMol25 entry of this formula, charge and spin)**: 364.4 kJ/mol
**Charge**: 0
**LUMO energy**: -1.63 eV
**Multiplicity**: 1
**Orbital gap**: 4.572 eV
**HOMO**: -6.20 eV

Positions of all 114 atoms, in Å:
Sc -0.663 -0.839 -1.384
C 0.359 -7.399 -2.860
C -0.498 -7.646 -1.787
C -1.137 -6.613 -1.128
C -0.893 -5.318 -1.560
C -1.330 -4.020 -1.090
N -2.123 -3.913 -0.053
C -2.511 -2.798 0.519
C -3.363 -2.726 1.673
C -3.949 -3.705 2.460
C -4.653 -3.306 3.577
C -4.807 -1.953 3.887
C -4.260 -0.965 3.096
C -3.509 -1.345 1.980
C -2.734 -0.665 0.991
N -1.024 0.786 0.499
C -0.287 1.792 -0.211
N 0.483 1.155 -1.216
C 0.476 1.923 -2.293
N 1.038 1.600 -3.450
C 1.205 0.346 -3.795
N 0.625 -0.750 -3.236
C 1.043 -1.849 -3.946
N 0.785 -3.105 -3.740
C 0.020 -3.635 -2.787
N -0.743 -3.025 -1.852
C -0.028 -5.072 -2.638
C 0.605 -6.114 -3.302
C 1.944 -1.436 -5.020
C 2.649 -2.141 -5.977
C 3.448 -1.417 -6.850
C 3.530 -0.029 -6.769
C 2.820 0.682 -5.813
C 2.033 -0.039 -4.933
C -0.201 3.193 -2.030
C -0.411 4.309 -2.816
C -1.168 5.346 -2.293
C -1.718 5.246 -1.023
C -1.508 4.129 -0.225
C -0.741 3.101 -0.737
N -2.136 -1.523 0.161
H 0.840 -8.234 -3.347
H -0.662 -8.666 -1.469
H -1.805 -6.791 -0.301
H -3.836 -4.745 2.203
H -5.095 -4.044 4.227
H -5.368 -1.671 4.767
H -4.399 0.072 3.355
H 1.261 -5.915 -4.134
H 2.586 -3.217 -6.032
H 4.019 -1.941 -7.603
H 4.162 0.499 -7.469
H 2.879 1.758 -5.749
H 0.011 4.358 -3.804
H -1.345 6.238 -2.877
H -2.331 6.051 -0.647
H -1.962 4.080 0.753
C 2.109 4.382 5.783
C 1.796 4.810 4.343
C 3.069 4.684 3.504
C 1.368 6.287 4.336
C 0.659 3.959 3.797
C -0.602 4.029 4.394
C -1.687 3.360 3.875
C -1.554 2.553 2.749
S -3.042 1.893 2.052
C -2.448 0.782 0.690
N 0.002 1.477 1.177
C -0.288 2.399 2.196
C 0.795 3.106 2.715
C -3.051 1.109 -0.688
C -4.145 1.952 -0.808
C -4.630 2.277 -2.063
C -4.027 1.745 -3.185
C -2.958 0.866 -3.052
C -2.428 0.505 -1.808
H 2.930 4.977 6.178
H 2.387 3.331 5.819
H 1.249 4.525 6.428
H 3.837 5.339 3.910
H 2.883 4.988 2.475
H 3.457 3.667 3.512
H 2.128 6.896 4.822
H 0.431 6.431 4.864
H 1.231 6.634 3.314
H -0.753 4.636 5.272
H -2.667 3.471 4.317
H 1.739 2.960 2.218
H -4.619 2.370 0.069
H -5.472 2.946 -2.161
H -4.391 2.010 -4.168
H -2.524 0.459 -3.964
C 2.403 -0.717 0.084
N 1.289 -1.696 0.133
C 1.868 -3.018 -0.220
N 2.967 -3.402 0.647
C 4.007 -2.386 0.561
N 3.504 -1.077 0.957
C 3.002 -1.162 2.323
N 1.944 -2.158 2.439
C 0.858 -1.787 1.550
C 2.477 -3.448 2.020
H 2.025 0.261 0.389
H 2.772 -0.656 -0.947
H 2.233 -2.983 -1.252
H 1.090 -3.783 -0.132
H 4.368 -2.333 -0.469
H 4.837 -2.666 1.213
H 2.610 -0.186 2.623
H 3.823 -1.440 2.988
H 0.473 -0.815 1.872
H 0.064 -2.538 1.632
H 1.688 -4.201 2.092
H 3.298 -3.729 2.685



3.
A molecular structure, C55H46AsMoO5P2S, computed with ωB97M-V with the def2-TZVPD basis set.

**Relative energy (zero: lowest compared OMol25 entry of this formula, charge and spin)**: 93.0 kJ/mol
**Charge**: +3
**LUMO energy (alpha / beta)**: -9.03 / -9.18 eV
**Multiplicity**: 3
**Orbital gap (alpha / beta)**: 6.896 / 6.728 eV
**<S²>**: 2.03
**HOMO (alpha / beta)**: -15.93 / -15.91 eV

Positions of all 111 atoms, in Å:
Mo -0.043 -0.594 0.541
O 0.962 -1.993 -2.496
C -0.093 -2.672 -3.091
C -0.032 -3.048 -4.422
C -1.083 -3.771 -4.966
C -2.180 -4.118 -4.188
C -2.258 -3.693 -2.874
C -1.217 -2.939 -2.315
P -1.403 -2.350 -0.627
C -3.109 -1.825 -0.422
C -3.838 -1.351 -1.519
C -5.168 -1.002 -1.360
C -5.772 -1.110 -0.114
C -5.038 -1.529 0.987
C -3.707 -1.885 0.840
C -0.980 -3.622 0.572
C -1.893 -4.490 1.171
C -1.442 -5.423 2.087
C -0.095 -5.492 2.420
C 0.819 -4.637 1.825
C 0.378 -3.709 0.893
C 2.063 -2.729 -2.097
C 2.418 -3.969 -2.597
C 3.584 -4.563 -2.131
C 4.388 -3.935 -1.192
C 4.014 -2.702 -0.684
C 2.834 -2.100 -1.120
P 2.238 -0.512 -0.540
C 3.338 0.012 0.794
C 4.057 1.205 0.720
C 4.933 1.551 1.738
C 5.092 0.716 2.834
C 4.364 -0.463 2.924
C 3.489 -0.814 1.911
C 2.427 0.631 -1.919
C 1.375 1.302 -2.527
C 1.614 2.081 -3.650
C 2.894 2.185 -4.172
C 3.947 1.499 -3.580
C 3.715 0.715 -2.464
H 0.836 -2.790 -5.012
H -1.040 -4.077 -6.002
H -2.981 -4.705 -4.612
H -3.134 -3.938 -2.289
H -3.384 -1.281 -2.498
H -5.738 -0.662 -2.214
H -6.819 -0.867 -0.001
H -5.506 -1.597 1.958
H -3.148 -2.220 1.706
H -2.945 -4.447 0.924
H -2.143 -6.107 2.544
H 0.240 -6.226 3.139
H 1.871 -4.707 2.066
H 1.118 -3.100 0.375
H 1.815 -4.471 -3.336
H 3.869 -5.529 -2.522
H 5.303 -4.402 -0.861
H 4.638 -2.212 0.050
H 3.951 1.860 -0.135
H 5.505 2.465 1.664
H 5.789 0.978 3.617
H 4.490 -1.114 3.777
H 2.933 -1.743 1.991
H 0.364 1.225 -2.142
H 0.792 2.599 -4.124
H 3.072 2.789 -5.050
H 4.943 1.565 -3.993
H 4.538 0.163 -2.026
O -0.569 1.095 -0.023
As -0.973 2.735 0.591
C -0.385 3.851 -0.815
C 0.750 4.647 -0.684
C 1.111 5.482 -1.730
C 0.342 5.523 -2.884
C -0.797 4.736 -3.004
C -1.170 3.898 -1.968
C 0.007 2.941 2.199
C 1.383 2.728 2.184
C 2.116 2.932 3.344
C 1.481 3.376 4.496
C 0.108 3.582 4.506
C -0.641 3.345 3.362
C -2.852 2.875 0.797
C -3.300 4.094 1.314
C -4.661 4.353 1.360
C -5.556 3.415 0.864
C -5.099 2.218 0.334
C -3.742 1.934 0.295
H 1.340 4.641 0.226
H 1.982 6.113 -1.636
H 0.623 6.187 -3.690
H -1.403 4.792 -3.897
H -2.077 3.307 -2.054
H 1.892 2.412 1.278
H 3.183 2.766 3.337
H 2.060 3.568 5.390
H -0.382 3.931 5.405
H -1.714 3.491 3.387
H -2.606 4.853 1.666
H -5.017 5.287 1.768
H -6.617 3.623 0.887
H -5.808 1.502 -0.058
H -3.396 0.989 -0.109
C -0.358 -0.057 4.756
S -0.813 -0.819 3.238
O -1.338 -2.120 3.464
O -1.599 0.084 2.382
O 0.527 -0.894 2.403
H -0.216 -0.845 5.489
H -1.182 0.592 5.041
H 0.543 0.529 4.609



4.
A molecular structure, C55H46Cl4N4O3P2SnTe, computed with ωB97M-V with the def2-TZVPD basis set.

**Relative energy (zero: lowest compared OMol25 entry of this formula, charge and spin)**: 230.4 kJ/mol
**Charge**: 0
**LUMO energy**: -1.67 eV
**Multiplicity**: 1
**Orbital gap**: 4.534 eV
**HOMO**: -6.20 eV

Positions of all 116 atoms, in Å:
Sn -0.910 0.046 0.258
Cl -4.969 -1.311 5.711
C -3.907 -0.518 4.603
C -3.363 0.722 4.917
Cl -3.714 1.468 6.435
C -2.510 1.354 4.006
Cl -1.804 2.893 4.361
C -2.196 0.763 2.787
O -1.384 1.319 1.902
C -2.752 -0.499 2.465
O -2.417 -1.045 1.302
C -3.596 -1.122 3.379
Cl -4.224 -2.681 2.968
Te 0.323 0.351 -4.194
C 1.395 1.412 -5.686
C 1.937 0.716 -6.760
C 2.663 1.409 -7.719
N 2.878 2.724 -7.675
C 2.338 3.386 -6.649
C 1.597 2.784 -5.644
C 0.878 1.681 -2.584
P 1.957 0.557 -1.651
C 3.465 0.398 -2.689
C 4.181 -0.796 -2.639
C 5.307 -0.979 -3.433
C 5.719 0.031 -4.292
C 5.020 1.231 -4.333
C 3.904 1.416 -3.529
C 2.659 1.555 -0.256
C 2.778 0.934 0.996
C 3.129 1.663 2.130
C 3.446 3.000 1.998
C 3.409 3.615 0.751
C 2.983 2.902 -0.358
P -0.605 2.211 -1.660
C -0.107 3.768 -0.826
C 0.670 4.737 -1.463
C 0.918 5.954 -0.849
C 0.403 6.210 0.419
C -0.342 5.241 1.072
C -0.601 4.022 0.452
C -1.772 2.772 -2.959
C -1.520 3.810 -3.850
C -2.448 4.136 -4.830
C -3.641 3.431 -4.928
C -3.911 2.409 -4.031
C -2.984 2.089 -3.050
H 1.812 -0.357 -6.843
H 3.105 0.884 -8.561
H 2.513 4.458 -6.636
H 1.193 3.367 -4.826
H 3.842 -1.596 -1.986
H 5.855 -1.913 -3.390
H 6.581 -0.118 -4.931
H 5.340 2.022 -5.002
H 3.353 2.348 -3.567
H 1.962 -0.737 0.155
H 3.130 1.196 3.106
H 3.730 3.568 2.875
H 3.696 4.655 0.651
H 2.928 3.377 -1.327
H 1.103 4.517 -2.433
H 1.510 6.705 -1.359
H 0.583 7.168 0.892
H -0.733 5.432 2.064
H -1.178 3.265 0.971
H -0.608 4.384 -3.779
H -2.239 4.949 -5.515
H -4.362 3.689 -5.694
H -4.847 1.867 -4.093
H -3.200 1.304 -2.335
C -3.887 -1.700 -2.024
N -2.934 -2.717 -2.434
C -3.471 -3.864 -3.150
C -2.549 -5.057 -3.009
C -1.155 -4.645 -3.431
N -0.731 -3.474 -2.681
C 0.701 -3.279 -2.510
C -1.598 -2.499 -2.288
O -1.160 -1.438 -1.805
H -4.722 -2.178 -1.511
H -4.267 -1.140 -2.884
H -3.413 -1.014 -1.335
H -3.610 -3.616 -4.209
H -4.453 -4.091 -2.735
H -2.907 -5.883 -3.623
H -2.530 -5.383 -1.966
H -1.130 -4.438 -4.508
H -0.441 -5.446 -3.237
H 1.142 -4.192 -2.103
H 0.872 -2.458 -1.821
H 1.189 -3.035 -3.457
N 2.483 -0.463 1.040
C 3.024 -1.410 1.742
C 4.247 -1.226 2.537
C 4.303 -1.744 3.832
C 5.428 -1.542 4.614
C 6.515 -0.849 4.100
C 6.481 -0.370 2.795
C 5.351 -0.547 2.020
C 2.376 -2.727 1.709
C 0.987 -2.835 1.626
C 0.379 -4.076 1.577
C 1.156 -5.227 1.579
C 2.543 -5.131 1.651
C 3.152 -3.892 1.735
H 3.449 -2.278 4.233
H 5.455 -1.926 5.626
H 7.392 -0.687 4.713
H 7.337 0.147 2.381
H 5.325 -0.170 1.003
H 0.375 -1.946 1.670
H -0.703 -4.135 1.546
H 0.686 -6.201 1.533
H 3.149 -6.028 1.652
H 4.230 -3.819 1.801